Model a:
A 2-piece molecular cluster, CH4NOS2 overall. Source: the Open Molecules 2025 dataset; level of theory: ωB97M-V/def2-TZVPD.

```
9
Properties=species:S:1:pos:R:3:lowdin_charge:R:1
C 3.753 0.350 -0.128 -1.324
N -0.018 -0.455 -0.545 0.301
O 2.586 0.644 -0.203 -0.069
S 4.641 -1.131 -0.130 0.712
S 5.189 0.938 0.468 0.801
H 0.030 -0.314 -1.524 0.127
H -0.886 -0.133 -0.128 0.155
H 0.153 -1.466 -0.310 0.178
H 0.919 0.015 -0.277 0.119
```

Summary:
**Orbital gap**: 8.056 eV
**Charge**: +1
**E_HOMO**: -0.4777 Ha
**E_LUMO**: -4.94 eV

***

Model b:
A 2-piece molecular cluster, CH4NOS2 overall. Source: the Open Molecules 2025 dataset; level of theory: ωB97M-V/def2-TZVPD.

```
9
Properties=species:S:1:pos:R:3:lowdin_charge:R:1
C -0.850 -0.205 -0.105 -0.745
N -1.624 0.534 0.686 0.152
O -1.239 -0.637 -1.301 0.098
S 0.781 -0.598 0.482 0.877
S 4.123 0.214 -0.726 0.448
H 3.575 0.779 0.289 -0.354
H -1.275 0.622 1.665 0.137
H -2.710 0.709 0.708 0.218
H -0.781 -1.418 -1.699 0.168
```

Summary:
**Orbital gap (spin up / spin down)**: 5.164 / 7.344 eV
**Charge**: +1
**E_HOMO (spin up / spin down)**: -0.4927 / -0.4846 Ha
**E_LUMO (spin up / spin down)**: -8.24 / -5.84 eV

***

Relative calculated energies, zero for the most stable structure, unit kJ/mol: model a 0.0; model b 258.7.

***

Model a:
A 2-piece molecular cluster, Br2ClHNP overall. Source: the Open Molecules 2025 dataset; level of theory: ωB97M-V/def2-TZVPD.

```
6
Properties=species:S:1:pos:R:3:lowdin_charge:R:1
H -1.837 1.643 -0.940 -0.011
N -1.533 0.730 -0.620 -0.418
P -1.039 -0.519 -1.276 0.342
Br -1.079 -1.898 0.446 0.105
Cl 2.931 -1.015 1.056 -0.137
Br 2.557 1.059 1.334 0.119
```

Summary:
**Orbital gap**: 8.474 eV
**E_HOMO**: -0.3537 Ha
**SMILES string**: [H]/N=P/Br.ClBr
**E_LUMO**: -1.15 eV

***

Model b:
Br2ClHNP as an isolated structure. Source: the Open Molecules 2025 dataset; level of theory: ωB97M-V/def2-TZVPD.

```
6
Properties=species:S:1:pos:R:3:lowdin_charge:R:1
N 0.395 -0.208 -0.398 -0.279
P 1.883 -0.207 -0.671 -0.130
Cl 3.851 0.996 0.906 -0.199
Br 2.096 1.059 -2.394 0.355
Br 2.962 -2.119 -1.254 0.272
H 0.373 -0.500 0.556 -0.018
```

Summary:
**Orbital gap**: 7.501 eV
**E_HOMO**: -0.3947 Ha
**E_LUMO**: -3.24 eV

***

Relative calculated energies, zero for the most stable structure, unit kJ/mol: model a 0.0; model b 8.7.

***

Model a:
The molecule C4H4ClNOS. Source: the Open Molecules 2025 dataset; level of theory: ωB97M-V/def2-TZVPD.

```
12
Properties=species:S:1:pos:R:3:lowdin_charge:R:1
S -2.481 -0.496 -0.511 0.742
C -1.127 -0.759 0.638 -0.545
C 0.075 0.047 0.372 -0.411
O 0.005 1.455 0.348 0.032
C 1.192 1.812 -0.288 -0.164
N 2.018 0.870 -0.587 0.119
C 1.242 -0.257 -0.180 -0.729
Cl 1.914 -1.812 -0.162 0.725
H -1.985 -1.138 -1.519 -0.165
H -1.488 -0.689 1.808 0.141
H -0.600 -1.903 0.559 0.124
H 1.235 2.869 -0.479 0.132
```

Summary:
**Orbital gap**: 9.947 eV
**E_HOMO**: -0.3409 Ha
**SMILES string**: SCc1ocnc1Cl
**E_LUMO**: 0.67 eV

***

Model b:
The molecule C4H4ClNOS. Source: the Open Molecules 2025 dataset; level of theory: ωB97M-V/def2-TZVPD.

```
12
Properties=species:S:1:pos:R:3:lowdin_charge:R:1
C 2.083 -0.824 -0.081 -0.099
O 0.708 -1.192 0.097 -0.123
C -0.164 -0.172 0.140 -0.543
S 0.341 1.514 0.129 1.038
N -1.190 2.082 0.054 -0.331
C -2.072 1.179 -0.050 -0.288
C -1.572 -0.178 -0.039 -0.667
Cl -2.517 -1.614 0.057 0.670
H 2.729 -1.572 -0.681 0.128
H 2.459 -0.716 1.011 0.128
H 2.258 0.116 -0.484 0.006
H -3.064 1.377 -0.152 0.082
```

Summary:
**Orbital gap**: 9.514 eV
**E_HOMO**: -0.3254 Ha
**SMILES string**: COc1sncc1Cl
**E_LUMO**: 0.66 eV

***

Relative calculated energies, zero for the most stable structure, unit kJ/mol: model a 0.0; model b 16.7.

***

Model a:
An isolated ion of composition C5H13NO and charge -1. Source: the Open Molecules 2025 dataset; level of theory: ωB97M-V/def2-TZVPD.

```
20
Properties=species:S:1:pos:R:3:lowdin_spin:R:1
C -2.217 -1.195 -0.380 0.345
N -0.761 -0.716 -0.729 0.018
C -0.222 0.402 0.159 0.054
C 1.451 0.376 0.039 0.021
C 1.957 -0.643 1.005 0.084
O 1.881 0.143 -1.229 0.014
C -0.750 1.765 -0.303 0.092
H -2.771 -0.342 -0.323 0.042
H -2.278 -2.027 -1.055 0.054
H -2.277 -1.721 0.597 0.089
H -0.189 -1.466 -0.335 0.033
H -0.629 0.210 1.147 0.046
H 1.917 1.315 0.395 0.005
H 1.596 -0.305 1.952 0.022
H 1.667 -1.518 0.603 0.020
H 3.054 -0.485 0.965 0.007
H 1.053 0.198 -1.719 0.003
H 0.011 1.980 -0.950 0.003
H -0.723 2.653 0.367 0.023
H -1.769 1.375 -0.207 0.026
```

Summary:
**Orbital gap (spin up / spin down)**: 2.576 / 9.553 eV
**Charge**: -1
**E_HOMO (spin up / spin down)**: 0.0484 / -0.2098 Ha
**Spin multiplicity**: 2
**Expectation value of S²**: 0.750
**E_LUMO (spin up / spin down)**: 3.89 / 3.85 eV

***

Model b:
A 2-piece molecular cluster, C5H13NO overall. Source: the Open Molecules 2025 dataset; level of theory: ωB97M-V/def2-TZVPD.

```
20
Properties=species:S:1:pos:R:3:lowdin_spin:R:1
C -3.289 -0.075 -1.392 0.032
C -2.596 0.096 -0.052 0.020
C -1.242 0.773 0.019 0.017
C -0.217 0.295 -0.672 0.172
N 1.127 0.637 -0.619 0.076
C -1.085 1.660 1.231 0.076
H -3.953 0.733 -1.741 0.003
H -2.594 -0.093 -2.227 0.008
H -3.933 -0.965 -1.316 0.005
H -3.382 0.717 0.428 0.002
H -2.561 -0.751 0.635 0.008
H -0.416 -0.357 -1.511 0.031
H 1.614 0.515 -1.500 0.067
H 1.526 1.454 -0.176 0.041
H -0.100 2.087 1.376 0.022
H -1.410 1.166 2.156 0.014
H -1.814 2.480 1.127 0.007
H 6.039 -2.493 2.079 0.060
H 5.430 -3.552 1.246 0.063
O 5.958 -2.740 1.139 0.275
```

Summary:
**Orbital gap (spin up / spin down)**: 2.094 / 8.039 eV
**Charge**: -1
**E_HOMO (spin up / spin down)**: 0.0481 / -0.1662 Ha
**Spin multiplicity**: 2
**Expectation value of S²**: 0.750
**E_LUMO (spin up / spin down)**: 3.40 / 3.52 eV

***

Relative calculated energies, zero for the most stable structure, unit kJ/mol: model a 210.7; model b 0.0.

***

Model a:
A 2-piece molecular cluster, C4H14N3 overall. Source: the Open Molecules 2025 dataset; level of theory: ωB97M-V/def2-TZVPD.

```
21
Properties=species:S:1:pos:R:3:lowdin_spin:R:1
C 0.587 2.526 1.135 0.031
C -0.990 0.721 0.437 0.481
N 0.250 1.135 0.934 0.146
N -1.481 1.218 -0.772 0.152
N -1.537 -0.422 1.032 0.105
H 0.500 0.557 1.690 0.006
H -1.290 2.166 -1.015 0.012
H -2.107 0.649 -1.292 0.013
H -1.915 -0.279 1.963 0.028
H -2.239 -0.950 0.536 0.005
H -0.274 3.199 1.112 0.006
H 1.117 2.911 0.245 0.003
H 1.228 2.690 1.993 0.003
C 1.677 -1.667 -1.056 0.003
C 0.326 -2.416 -1.029 0.001
H 1.921 -1.459 -0.004 0.002
H 2.507 -2.263 -1.425 0.000
H 1.548 -0.650 -1.423 0.002
H -0.287 -1.689 -0.509 0.000
H -0.006 -2.619 -2.047 0.000
H 0.467 -3.357 -0.505 0.000
```

Summary:
**Orbital gap (spin up / spin down)**: 5.600 / 9.829 eV
**E_HOMO (spin up / spin down)**: -0.1699 / -0.3291 Ha
**Spin multiplicity**: 2
**Expectation value of S²**: 0.753
**E_LUMO (spin up / spin down)**: 0.98 / 0.87 eV

***

Model b:
A 2-piece molecular cluster, C4H14N3 overall. Source: the Open Molecules 2025 dataset; level of theory: ωB97M-V/def2-TZVPD.

```
21
Properties=species:S:1:pos:R:3:lowdin_spin:R:1
C -0.489 0.756 -3.072 0.014
C 0.889 0.020 -1.108 0.481
N 0.594 0.924 -2.132 0.163
N 0.042 -1.023 -0.805 0.102
N 2.063 0.236 -0.373 0.142
H 1.225 1.668 -2.367 0.011
H 0.084 -1.919 -1.283 0.033
H -0.302 -1.125 0.119 0.015
H 2.570 1.089 -0.517 0.014
H 2.228 -0.254 0.482 0.011
H -1.196 1.587 -2.988 0.004
H -1.041 -0.137 -2.786 0.000
H -0.132 0.665 -4.097 0.004
C -0.822 0.416 2.430 0.001
C -0.820 -1.083 2.796 0.002
H -0.135 0.985 3.056 0.000
H -0.562 0.613 1.391 0.000
H -1.800 0.882 2.527 0.000
H -0.263 -1.648 2.058 0.001
H -0.289 -1.265 3.732 0.000
H -1.846 -1.385 2.937 0.000
```

Summary:
**Orbital gap (spin up / spin down)**: 5.261 / 9.544 eV
**E_HOMO (spin up / spin down)**: -0.1548 / -0.3143 Ha
**Spin multiplicity**: 2
**Expectation value of S²**: 0.753
**E_LUMO (spin up / spin down)**: 1.05 / 0.99 eV

***

Relative calculated energies, zero for the most stable structure, unit kJ/mol: model a 8.1; model b 0.0.

***

Model a:
A 2-piece molecular cluster, CH2O4 overall. Source: the Open Molecules 2025 dataset; level of theory: ωB97M-V/def2-TZVPD.

```
7
Properties=species:S:1:pos:R:3:lowdin_spin:R:1
C 1.096 0.035 0.140 0.046
O 1.706 -0.917 0.859 1.050
O 1.381 -1.028 -0.545 0.947
O 0.871 1.163 0.145 -0.045
O -1.396 0.124 0.020 0.003
H -1.742 1.094 -0.205 0.000
H -1.917 -0.471 -0.414 0.000
```

Summary:
**Orbital gap (spin up / spin down)**: 8.228 / 9.219 eV
**E_HOMO (spin up / spin down)**: -0.2836 / -0.4257 Ha
**Spin multiplicity**: 3
**Expectation value of S²**: 2.020
**E_LUMO (spin up / spin down)**: 0.51 / -2.36 eV

***

Model b:
CH2O4 as an isolated structure. Source: the Open Molecules 2025 dataset; level of theory: ωB97M-V/def2-TZVPD.

```
7
Properties=species:S:1:pos:R:3:lowdin_spin:R:1
C -1.217 0.120 0.058 0.051
O -2.108 -0.170 -0.808 0.952
O -2.153 -0.685 0.559 1.026
O -0.824 1.318 0.146 -0.001
O 0.398 -0.825 -0.018 -0.028
H -0.087 1.502 0.847 -0.001
H 0.222 -1.822 0.273 0.001
```

Summary:
**Orbital gap (spin up / spin down)**: 8.604 / 8.002 eV
**E_HOMO (spin up / spin down)**: -0.3036 / -0.3917 Ha
**Spin multiplicity**: 3
**Expectation value of S²**: 2.020
**E_LUMO (spin up / spin down)**: 0.34 / -2.66 eV

***

Relative calculated energies, zero for the most stable structure, unit kJ/mol: model a 0.0; model b 115.5.

***

Model a:
The molecule C18H22N2O3S2. Source: the Open Molecules 2025 dataset; level of theory: ωB97M-V/def2-TZVPD.

```
47
Properties=species:S:1:pos:R:3:lowdin_charge:R:1
O -1.611 1.248 -0.724 0.074
C -0.469 1.221 -0.314 -0.473
N -0.063 1.889 0.787 0.076
C -0.981 2.589 1.657 -0.163
C -1.256 1.797 2.946 -0.128
C 0.022 1.557 3.697 -0.252
C 0.722 0.366 3.542 -0.058
C 1.929 0.166 4.189 -0.083
C 2.454 1.158 5.000 -0.094
C 1.764 2.347 5.163 -0.083
C 0.558 2.546 4.513 -0.045
C 0.630 0.411 -0.999 -0.227
C 0.501 -1.042 -0.520 -0.122
C 1.464 -1.952 -1.284 -0.179
N 1.336 -1.820 -2.713 -0.240
S 0.378 -2.895 -3.526 0.610
O 0.591 -4.181 -2.935 -0.293
O 0.625 -2.704 -4.923 -0.273
C -1.317 -2.448 -3.233 -0.605
C -2.085 -1.588 -3.956 -0.153
C -3.386 -1.454 -3.425 -0.163
C -3.571 -2.218 -2.316 -0.376
S -2.168 -3.124 -1.903 1.050
C 1.422 -0.473 -3.218 -0.178
C 0.449 0.475 -2.517 -0.120
H 0.870 1.748 1.140 0.137
H -0.557 3.567 1.903 0.123
H -1.906 2.723 1.094 0.120
H -1.955 2.368 3.558 0.118
H -1.721 0.847 2.680 0.120
H 0.309 -0.414 2.918 0.103
H 2.459 -0.767 4.062 0.103
H 3.394 1.002 5.507 0.101
H 2.166 3.122 5.799 0.102
H 0.022 3.475 4.645 0.114
H 1.617 0.800 -0.725 0.147
H -0.528 -1.369 -0.678 0.083
H 0.718 -1.108 0.547 0.111
H 2.498 -1.705 -1.014 0.133
H 1.283 -3.002 -1.051 0.115
H -1.723 -1.087 -4.835 0.121
H -4.141 -0.817 -3.848 0.107
H -4.453 -2.305 -1.714 0.067
H 2.451 -0.122 -3.072 0.132
H 1.221 -0.529 -4.288 0.115
H 0.620 1.495 -2.867 0.129
H -0.582 0.208 -2.750 0.101
```

Summary:
**Orbital gap**: 9.624 eV
**E_HOMO**: -0.3339 Ha
**SMILES string**: O=C(NCCc1ccccc1)C1CCN(S(=O)(=O)c2cccs2)CC1
**E_LUMO**: 0.54 eV

***

Model b:
The molecule C18H22N2O3S2. Source: the Open Molecules 2025 dataset; level of theory: ωB97M-V/def2-TZVPD.

```
47
Properties=species:S:1:pos:R:3:lowdin_charge:R:1
C 1.586 0.846 5.624 -0.049
C 1.531 0.499 4.168 -0.244
C 0.318 0.229 3.553 -0.031
C 0.232 -0.096 2.212 -0.005
C 1.394 -0.154 1.454 -0.208
N 1.403 -0.465 0.085 0.138
C 0.365 -0.821 -0.712 -0.422
O -0.771 -0.987 -0.326 0.044
C 0.776 -0.982 -2.185 -0.205
C -0.358 -1.664 -2.972 -0.106
C -0.842 -0.808 -4.143 -0.185
N -1.144 0.547 -3.755 -0.227
S -2.729 0.944 -3.481 0.610
O -3.513 0.271 -4.474 -0.278
O -2.784 2.371 -3.384 -0.284
C -3.182 0.280 -1.900 -0.602
C -3.773 -0.922 -1.654 -0.151
C -4.003 -1.131 -0.279 -0.169
C -3.584 -0.084 0.481 -0.391
S -2.903 1.176 -0.465 1.055
C -0.181 1.226 -2.909 -0.186
C 1.095 0.405 -2.766 -0.124
C 2.616 0.118 2.060 0.012
C 2.701 0.443 3.404 -0.236
C 4.033 0.730 4.026 -0.045
H 2.024 1.833 5.768 0.082
H 0.589 0.845 6.057 0.075
H 2.200 0.129 6.168 0.082
H -0.590 0.273 4.137 0.110
H -0.720 -0.304 1.757 0.089
H 2.318 -0.415 -0.343 0.141
H 1.684 -1.595 -2.216 0.144
H -1.191 -1.827 -2.284 0.100
H -0.036 -2.634 -3.350 0.120
H -0.088 -0.785 -4.938 0.126
H -1.763 -1.212 -4.565 0.114
H -4.034 -1.609 -2.437 0.119
H -4.457 -2.019 0.122 0.106
H -3.630 0.019 1.547 0.068
H 0.033 2.204 -3.350 0.128
H -0.615 1.400 -1.916 0.089
H 1.568 0.292 -3.742 0.122
H 1.787 0.946 -2.119 0.117
H 3.522 0.075 1.469 0.114
H 4.232 0.036 4.842 0.084
H 4.054 1.738 4.437 0.084
H 4.831 0.639 3.293 0.075
```

Summary:
**Orbital gap**: 8.889 eV
**E_HOMO**: -0.3104 Ha
**SMILES string**: Cc1ccc(NC(=O)C2CCN(S(=O)(=O)c3cccs3)CC2)cc1C
**E_LUMO**: 0.44 eV

***

Relative calculated energies, zero for the most stable structure, unit kJ/mol: model a 0.0; model b 8.7.

***

Model a:
A 2-piece molecular cluster, C7H11NO2Si overall. Source: the Open Molecules 2025 dataset; level of theory: ωB97M-V/def2-TZVPD.

```
22
Properties=species:S:1:pos:R:3:lowdin_charge:R:1
C 0.367 -2.039 0.131 -0.147
C -1.013 -1.774 0.096 -0.250
C 1.121 -0.921 0.066 -0.341
C -1.421 -0.560 0.372 -0.036
C 2.620 -0.884 -0.111 -0.084
C 0.677 1.629 1.689 -0.171
C -0.082 1.536 -1.543 -0.156
N -3.851 -0.107 -0.179 -0.256
O -4.635 -0.952 0.070 0.092
O -3.881 1.055 -0.543 0.042
Si 0.054 0.625 0.208 0.631
H 0.725 -3.093 0.184 0.127
H -1.842 -2.591 -0.126 0.147
H 2.977 0.129 0.170 0.068
H 2.618 -0.862 -1.248 0.109
H 3.131 -1.519 0.542 0.053
H 1.369 2.246 1.283 -0.033
H -0.067 2.261 2.175 0.027
H 1.125 0.942 2.541 0.091
H 0.484 2.453 -1.618 -0.004
H 0.593 0.738 -2.113 0.060
H -1.069 1.688 -2.047 0.030
```

Summary:
**Orbital gap (spin up / spin down)**: 7.611 / 8.323 eV
**E_HOMO (spin up / spin down)**: -0.3089 / -0.3135 Ha
**E_LUMO (spin up / spin down)**: -0.79 / -0.21 eV

***

Model b:
A 2-piece molecular cluster, C7H11NO2Si overall. Source: the Open Molecules 2025 dataset; level of theory: ωB97M-V/def2-TZVPD.

```
22
Properties=species:S:1:pos:R:3:lowdin_charge:R:1
C -1.799 -1.379 0.265 -0.104
C -1.648 -1.303 1.773 -0.197
C -0.948 -0.659 -0.494 -0.296
C -0.732 -0.468 2.135 -0.028
C -0.849 -0.637 -1.967 -0.105
C 1.910 -0.676 0.673 -0.144
C 0.229 2.151 0.566 -0.164
N -0.484 -1.344 4.512 -0.256
O -0.487 -2.540 4.438 0.058
O -0.632 -0.593 5.425 0.075
Si 0.284 0.249 0.702 0.648
H -2.603 -2.001 -0.075 0.097
H -2.210 -2.082 2.292 0.100
H -0.147 -1.160 -2.566 0.068
H -0.784 0.378 -2.235 0.054
H -1.726 -1.075 -2.406 0.071
H 2.326 -0.703 -0.269 0.002
H 2.675 -0.301 1.244 -0.001
H 1.624 -1.674 1.024 0.054
H 0.485 2.299 -0.495 0.025
H -0.760 2.526 0.566 0.013
H 0.924 2.717 1.178 0.028
```

Summary:
**Orbital gap (spin up / spin down)**: 8.464 / 7.489 eV
**E_HOMO (spin up / spin down)**: -0.3216 / -0.3144 Ha
**E_LUMO (spin up / spin down)**: -0.29 / -1.07 eV

***

Relative calculated energies, zero for the most stable structure, unit kJ/mol: model a 77.1; model b 0.0.